{
  "formula": "C14H16N3O2",
  "method": "ωB97M-V/def2-TZVPD",
  "symbols": ["C", "C", "C", "C", "C", "C", "C", "N", "O", "O", "N", "C", "C", "C", "N", "C", "C", "C", "C", "H", "H", "H", "H", "H", "H", "H", "H", "H", "H", "H", "H", "H", "H", "H", "H"],
  "xyz": [[1.936, 1.331, 4.549], [1.600, 1.296, 3.090], [2.434, 0.589, 2.190], [2.030, 0.362, 0.862], [0.812, 0.896, 0.383], [0.422, 0.680, -1.022], [-0.421, 1.657, -1.683], [-0.428, 1.625, -3.046], [-1.116, 2.558, -3.656], [0.392, 0.746, -3.589], [-0.555, -0.562, -1.112], [-1.911, -0.535, -1.284], [-2.375, -1.834, -1.567], [-3.803, -2.275, -1.667], [-1.264, -2.615, -1.665], [-0.196, -1.848, -1.415], [1.184, -2.353, -1.481], [-0.067, 1.526, 1.305], [0.336, 1.725, 2.643], [1.111, 1.791, 5.107], [2.106, 0.303, 4.906], [2.851, 1.896, 4.745], [3.413, 0.244, 2.562], [2.803, 0.072, 0.139], [1.214, 0.250, -1.643], [-0.996, 2.423, -1.129], [-2.561, 0.308, -1.254], [-4.397, -1.361, -1.691], [-3.901, -2.874, -2.616], [-4.021, -2.893, -0.750], [1.913, -1.578, -1.483], [1.379, -3.010, -0.655], [1.270, -2.919, -2.389], [-0.895, 2.142, 0.928], [-0.299, 2.239, 3.388]],
  "forces_ev_per_a": [[0.1, 0.1, 0.2], [-0.6, -1.3, -0.9], [-0.5, 0.4, 0.1], [0.4, 1.6, 0.3], [-0.2, -0.2, 1.8], [-2.1, -2.4, -0.9], [0.5, 2.1, -1.4], [1.0, 1.2, 1.6], [1.2, -2.3, 0.1], [-2.2, 1.7, -0.3], [0.6, -1.5, -0.2], [-1.7, -1.5, 0.1], [1.9, 2.4, 0.6], [1.0, -0.8, -0.1], [0.8, -0.6, 0.0], [-1.7, 0.1, 0.3], [-0.4, -0.2, -0.1], [1.3, 1.0, 0.1], [0.5, -0.2, -0.2], [0.3, -0.2, 0.0], [-0.2, 0.4, 0.1], [0.0, 0.0, 0.0], [-0.5, 0.1, -0.4], [-0.6, -0.5, 0.3], [0.2, 1.0, 0.1], [0.4, -0.6, -0.9], [0.2, 0.7, 0.2], [-0.3, -0.3, 0.0], [-0.3, 0.5, 1.0], [-0.2, 0.5, -1.1], [0.6, 0.6, 0.0], [0.2, -0.4, 0.5], [0.2, -0.3, -0.4], [0.0, -0.9, 0.2], [0.2, -0.2, -0.7]],
  "lowdin_charge": [-0.0783, -0.2996, -0.0505, -0.0231, -0.1618, -0.2063, -0.1265, -0.3950, -0.1520, -0.1283, 0.0375, -0.0595, -0.3641, -0.0715, 0.1075, -0.3579, -0.0172, -0.0064, -0.0468, 0.0697, 0.0819, 0.0726, 0.1095, 0.1126, 0.1183, 0.1107, 0.1044, 0.0605, 0.0798, 0.0779, 0.0462, 0.0695, 0.0753, 0.1050, 0.1061],
  "e_homo_ev": -3.59,
  "smiles": "Cc1ccc([C@H](C=[N+]([O-])[O-])n2cc(C)nc2C)cc1",
  "e_above_lowest_kcal_mol": 12.5,
  "charge": -1,
  "max_force_ev_per_a": 3.34,
  "e_tot_ha": -857.744231,
  "homo_lumo_gap_ev": 6.3566
}